Computed, not measured: the molecule C20H30N2O5, with ωB97M-V/def2-TZVPD.

Results
LUMO in eV: 0.57
Structure (SMILES): CCCCOc1ccc(C(=O)NCCC(=O)NCCCC(=O)OCC)cc1
Charge: 0

```
57
Properties=species:S:1:pos:R:3:forces:R:3
C 4.33957 2.48358 -0.83258 -0.18 -0.13 0.13
C 4.02778 1.18743 -0.09551 0.26 0.07 -0.18
C 5.26069 0.29735 0.04183 -0.46 -0.30 0.20
C 4.98322 -1.02037 0.77142 0.50 0.43 0.08
O 4.18052 -1.89532 0.00046 -0.23 -0.14 -0.19
C 2.82975 -1.87602 0.06194 -0.35 -0.18 -0.09
C 2.18343 -2.58512 -0.95778 0.20 0.10 0.11
C 0.81248 -2.65663 -1.00127 -0.13 0.08 0.11
C 0.03470 -2.05061 -0.01347 0.28 0.05 -0.06
C 0.67514 -1.35097 1.00323 -0.18 -0.22 -0.22
C 2.05329 -1.25698 1.04072 0.43 0.04 0.13
H 2.50969 -0.68862 1.83561 0.06 0.06 0.03
H 0.10338 -0.83028 1.75751 -0.04 0.08 0.06
C -1.43805 -2.13846 -0.14554 -0.03 -0.02 0.25
O -1.98687 -2.26361 -1.23498 0.05 -0.16 -0.29
N -2.15537 -2.07298 0.99724 0.02 0.08 0.21
H -1.68325 -1.95548 1.87815 0.09 -0.09 -0.11
C -3.59495 -2.20778 1.01620 -0.34 0.12 -0.01
H -3.86422 -2.95253 1.77342 0.00 0.05 -0.15
H -3.89572 -2.59241 0.03850 0.04 -0.04 0.17
C -4.32102 -0.90272 1.33809 0.11 -0.04 -0.06
C -4.15157 0.27965 0.38280 -0.09 -0.49 0.28
O -4.47599 1.39513 0.74676 -0.10 0.35 0.11
N -3.69682 0.01869 -0.85482 0.17 -0.13 -0.36
H -3.31149 -0.88536 -1.10022 -0.07 -0.04 0.12
C -3.48191 1.09945 -1.79557 -0.02 0.43 0.16
H -4.38164 1.72206 -1.80420 0.08 -0.10 -0.13
C -2.29407 1.98136 -1.39847 -0.07 -0.23 -0.05
H -2.45958 2.30535 -0.36981 -0.02 0.06 -0.06
C -0.95371 1.23939 -1.49890 -0.04 0.25 0.10
C 0.07009 1.98385 -0.68119 -0.05 -0.29 -0.47
O 0.90133 2.73918 -1.11202 0.11 0.19 -0.01
O -0.09122 1.71304 0.62007 -0.25 -0.17 0.29
C 0.67630 2.47352 1.55227 0.26 0.40 0.14
C -0.05613 3.75010 1.94031 0.07 -0.37 -0.20
H 0.50344 4.27687 2.70804 0.05 0.09 0.09
H -0.15781 4.39612 1.07166 0.00 0.09 -0.04
H -1.04773 3.51362 2.31894 -0.08 0.01 0.07
H 1.64563 2.71079 1.10334 -0.10 -0.11 0.13
H 0.81444 1.82167 2.41807 0.02 0.02 -0.10
H -1.05825 0.23429 -1.09348 0.02 -0.01 -0.03
H -0.62105 1.18265 -2.53474 0.07 -0.03 0.06
H -2.27222 2.86659 -2.03501 0.00 0.06 0.01
H -3.33027 0.66317 -2.78328 -0.06 0.00 -0.01
H -5.39386 -1.10593 1.38695 0.00 0.04 0.05
H -4.02241 -0.54291 2.32590 -0.07 0.03 -0.05
H 0.31268 -3.18209 -1.80062 -0.03 -0.03 -0.08
H 2.79198 -3.05979 -1.71092 0.07 -0.06 -0.09
H 5.92399 -1.56306 0.90863 -0.17 0.06 0.07
H 4.54888 -0.83511 1.75848 0.02 -0.07 -0.04
H 6.03854 0.83130 0.59194 0.09 0.01 0.00
H 5.64853 0.06228 -0.95122 0.11 0.00 -0.01
H 3.64185 1.42188 0.90007 -0.10 -0.06 0.03
H 3.24710 0.65328 -0.64100 -0.05 0.01 0.08
H 4.77144 2.27028 -1.80753 0.07 0.02 -0.13
H 3.42586 3.05252 -0.98374 -0.02 0.12 -0.04
H 5.04559 3.08961 -0.26838 0.11 0.09 0.02
```
Forces are in eV/Å.

Computed, not measured: a structure of composition C37H85AsF6N11O12 in a non-equilibrium geometry, with ωB97M-V/def2-TZVPD.

Results
LUMO in eV: 1.86
Charge: -1

```
152
Properties=species:S:1:pos:R:3:forces:R:3
As 0.24948 -0.07003 0.32251 1.13 -0.96 0.75
F 1.85015 -0.65775 0.79581 -0.68 -0.15 -0.37
F 0.05604 0.38085 2.01806 -0.48 -0.03 -0.59
F -1.36526 0.48698 -0.06087 0.53 0.43 -0.11
F 0.58138 -0.53412 -1.34796 -0.40 0.33 0.56
F -0.49089 -1.63574 0.60679 0.46 0.50 -0.09
F 1.01238 1.46745 0.04335 -0.62 0.20 -0.30
C -0.41923 -3.34922 -3.48708 0.12 -0.58 0.05
O 0.14908 -4.34380 -3.91162 0.05 0.02 -0.17
N -1.74335 -3.13808 -3.58932 -0.07 -0.15 0.66
C -2.39159 -1.97997 -3.01804 0.60 1.26 -0.78
C -2.61727 -4.03624 -4.30820 -0.49 0.98 -1.19
H 0.14402 -2.56699 -2.96009 -0.26 0.23 0.11
H -3.19743 -2.19069 -2.31557 0.08 -0.32 0.02
H -2.77112 -1.35472 -3.83571 -0.49 -0.18 0.06
H -1.66001 -1.30943 -2.56148 0.11 -0.40 0.38
H -3.61168 -3.94096 -3.87038 0.10 -0.76 0.39
H -2.80263 -3.62029 -5.31026 0.24 0.02 -0.07
H -2.23091 -5.03189 -4.49637 0.04 -0.08 0.70
C 0.01431 -3.69336 5.64128 1.04 -0.59 0.19
O 0.51347 -4.71445 5.22423 -0.54 0.09 0.08
N -0.24155 -2.59313 4.90967 -0.31 1.26 -0.75
C -0.56804 -1.32714 5.54334 -1.72 0.01 0.34
C -0.13826 -2.56435 3.44864 0.06 0.11 -0.15
H -0.19226 -3.56801 6.71921 -0.17 0.22 0.04
H -1.65439 -1.15299 5.55941 -0.24 -0.40 -0.08
H -0.27405 -0.41468 5.02398 1.03 -0.39 -0.14
H -0.32730 -1.29331 6.60471 0.61 -0.08 -0.12
H -0.26802 -3.52972 2.96621 0.23 -0.29 0.54
H -0.89903 -1.92460 3.00064 -0.17 0.15 0.40
H 0.81636 -2.14466 3.13390 0.19 -0.08 -0.02
C -2.44673 3.12108 -4.59573 -0.69 -0.17 0.33
O -3.23422 2.29830 -5.01671 0.32 0.03 -0.33
N -1.43333 2.86119 -3.74041 0.36 0.93 -0.73
C -0.81044 3.96449 -3.01646 -0.21 -0.55 0.78
C -1.08444 1.50212 -3.37223 0.31 0.65 0.40
H -2.55912 4.19513 -4.82295 0.13 0.04 0.00
H -1.04275 3.81778 -1.95669 0.11 0.05 0.13
H -1.22683 4.93889 -3.26287 -0.06 -0.13 -0.44
H 0.27758 4.01111 -3.07334 0.04 -0.17 -0.38
H -0.02436 1.33495 -3.57557 0.05 -0.04 0.15
H -1.25802 1.45140 -2.29554 0.07 -0.69 -0.02
H -1.65510 0.77790 -3.94528 -0.28 0.19 0.11
C 4.76737 1.15630 -5.12011 0.25 0.78 -0.61
O 4.89836 0.54049 -6.16733 0.03 0.02 0.43
N 3.96268 0.83326 -4.10693 0.51 -0.86 0.74
C 3.72788 1.72021 -2.96545 -0.06 -0.29 -0.34
C 3.16387 -0.36048 -4.25524 -2.01 0.39 -0.40
H 5.26953 2.12377 -4.93115 0.21 -0.11 -0.08
H 2.90296 2.39113 -3.20852 -0.12 0.08 0.30
H 4.60339 2.30876 -2.69761 0.10 0.00 -0.30
H 3.48769 1.12365 -2.08722 -0.19 0.00 -0.04
H 3.56969 -1.15349 -4.87237 0.68 0.27 0.13
H 2.77252 -0.75099 -3.31805 0.49 0.17 0.10
H 2.25518 -0.05997 -4.79863 -0.09 -0.15 -0.08
C 3.82148 3.04366 1.25999 -0.33 0.38 0.41
O 4.62652 3.67262 0.59570 -0.05 -0.16 -0.21
N 3.45248 3.38802 2.51833 -0.12 -0.48 -0.39
C 3.88481 4.64411 3.08594 0.20 -0.33 0.09
C 2.46445 2.58699 3.23324 -0.02 -0.21 -0.62
H 3.24313 2.17375 0.90769 0.33 -0.13 -0.17
H 4.78208 4.48802 3.69200 -0.07 0.19 0.15
H 3.06964 5.02156 3.70336 0.14 0.24 0.01
H 4.14636 5.33497 2.28638 -0.12 0.03 0.01
H 1.45709 2.78536 2.85613 -0.15 0.40 0.50
H 2.56951 1.51989 3.02758 0.43 0.03 0.06
H 2.60072 2.76041 4.29726 -0.34 -0.03 0.03
C 4.36130 -4.60162 -1.22288 0.25 0.63 -1.11
O 4.63071 -4.53619 -0.04290 -0.22 -0.05 -0.01
N 3.71852 -3.68018 -1.98180 0.29 0.81 0.07
C 3.16046 -2.43254 -1.46550 -0.22 -1.10 1.42
C 3.61676 -3.80761 -3.41282 -1.09 -0.78 -0.56
H 4.67313 -5.39746 -1.92283 0.14 -0.46 0.53
H 3.12010 -2.55800 -0.38309 -0.09 0.15 0.04
H 2.13010 -2.33978 -1.80585 0.06 0.18 -0.12
H 3.71569 -1.51088 -1.63363 0.31 -0.24 -0.44
H 4.05735 -4.70837 -3.84502 0.74 0.17 0.43
H 2.56977 -3.99306 -3.68670 -0.14 0.59 0.02
H 3.97362 -2.90344 -3.89637 0.20 -0.17 -0.12
C -4.42415 -1.58901 4.09279 -0.14 -1.23 -0.27
O -4.96675 -2.64161 3.79583 -0.13 0.23 -0.08
N -3.76757 -0.80357 3.22393 -0.60 0.92 0.80
C -3.08520 0.42170 3.69744 0.07 -1.49 -1.37
C -3.66211 -1.16317 1.83098 1.49 0.03 -0.47
H -4.39587 -1.28745 5.14637 0.12 0.50 0.06
H -2.04206 0.19660 3.46832 0.24 0.78 0.19
H -3.22012 0.56483 4.76388 -0.20 0.12 -0.03
H -3.44959 1.23706 3.07394 0.12 0.38 0.37
H -3.44512 -2.22624 1.74419 -0.46 -0.12 -0.04
H -4.43021 -0.84266 1.12609 -0.62 -0.09 0.65
H -2.76670 -0.68653 1.42394 0.11 0.06 0.22
C 4.46082 -3.99456 3.08650 -0.11 -1.08 1.14
O 3.90111 -4.72818 3.88480 0.08 0.07 -0.22
N 4.60223 -2.67255 3.27687 0.61 0.34 -0.80
C 5.21384 -1.83727 2.24184 -0.80 -0.01 0.71
C 4.05246 -1.96324 4.41140 0.86 0.48 -0.32
H 4.96727 -4.39333 2.20147 -0.12 0.24 -0.21
H 4.36571 -1.23695 1.90115 0.54 0.61 -0.44
H 5.63533 -2.38411 1.40240 -0.24 -0.41 0.14
H 6.01799 -1.24860 2.68997 -0.16 0.30 -0.10
H 3.45522 -1.11637 4.05992 -0.54 -0.29 0.01
H 3.54086 -2.63368 5.09280 -0.17 -0.03 -0.17
H 4.88772 -1.46324 4.91765 0.01 -0.21 0.31
C -0.10013 -6.11471 1.66374 0.02 0.78 0.49
O 0.61677 -5.93921 2.62214 -0.01 -0.48 -0.12
N 0.08401 -5.51597 0.46928 -0.15 -0.09 -0.71
C -0.89817 -5.55642 -0.58100 -0.70 0.67 -0.42
C 1.13442 -4.56847 0.20141 1.15 0.63 0.06
H -1.04185 -6.68917 1.70028 0.09 -0.28 -0.04
H -1.28834 -4.55119 -0.79434 0.32 0.21 0.07
H -1.82410 -6.07639 -0.33281 0.41 -0.62 0.20
H -0.45597 -5.89441 -1.52012 -0.15 -0.31 0.03
H 0.89808 -3.55675 0.54264 -0.36 0.00 -0.20
H 2.11893 -4.75013 0.63605 -0.33 -0.73 0.48
H 1.34772 -4.55661 -0.86993 -0.37 0.09 -0.08
C -5.73470 -0.62583 -3.47024 0.71 0.66 -0.04
O -5.21098 0.03133 -4.34245 -0.32 -0.25 -0.26
N -5.46061 -0.45335 -2.15314 0.00 -0.72 0.56
C -4.55023 0.55449 -1.66475 0.02 0.58 0.56
C -6.04051 -1.33730 -1.17378 -0.97 -0.41 0.39
H -6.47295 -1.41889 -3.65945 -0.04 -0.09 0.01
H -4.06717 1.11326 -2.46307 -0.15 -0.22 -0.24
H -3.78768 0.16139 -0.98661 0.12 -0.44 -0.32
H -5.08983 1.26362 -1.02538 -0.21 0.13 -0.18
H -6.80088 -0.86217 -0.54325 0.20 0.39 0.03
H -6.59944 -2.14815 -1.64466 0.22 0.02 -0.32
H -5.33933 -1.81459 -0.48675 0.36 0.17 -0.28
C -3.53256 4.89453 2.36010 0.89 -0.76 -0.05
O -4.27462 5.73424 2.81008 -0.38 0.21 -0.25
N -3.46545 4.41322 1.08635 -1.21 0.14 0.91
C -2.56179 3.35163 0.69443 -0.82 -0.27 -0.41
C -4.49286 4.79469 0.14264 0.33 0.47 -1.05
H -2.76100 4.40472 2.98223 0.04 0.05 0.10
H -2.23582 2.67958 1.48850 0.51 0.73 0.38
H -1.77987 3.82704 0.10469 0.42 -0.72 0.01
H -3.14022 2.63387 0.10442 0.17 0.25 -0.51
H -4.03382 5.20490 -0.76538 0.14 0.12 0.08
H -5.08531 3.96206 -0.24490 -0.05 -0.23 0.51
H -5.13107 5.57556 0.54631 0.01 -0.17 0.25
C -0.17100 6.12923 0.83197 0.31 0.97 -0.71
C 1.03383 5.25513 0.45979 -0.89 -0.62 0.96
C 1.74567 5.97632 -0.66452 -0.11 -0.57 0.23
O 0.95305 7.10293 -1.00966 -0.16 0.37 -0.56
C -0.32242 7.06001 -0.40589 -0.18 -0.52 1.64
H 0.09992 6.74044 1.69301 -0.26 -0.05 0.12
H -1.11008 5.61147 1.00449 0.15 -0.14 0.28
H 0.68879 4.26003 0.17002 0.21 -0.04 -0.07
H 1.63879 5.14958 1.36057 0.24 -0.21 -0.23
H 1.84907 5.28107 -1.50189 0.10 0.28 -0.24
H 2.74074 6.26762 -0.32760 -0.01 0.38 -0.33
H -1.17519 6.68001 -0.98068 0.48 -0.08 -0.82
H -0.61049 8.05567 -0.06787 0.19 0.18 -0.26
```
Forces are in eV/Å.

Computed values of frontier orbital gap (unit: eV) for the preceding records, in sequence: 9.335; 8.538.